# C16H11N5PtSSe

A molecular structure, C16H11N5PtSSe (ωB97M-V/def2-TZVPD, the OMol25 dataset).

The calculation puts the total energy at -103647.6370 eV. The value obtained for the HOMO energy (alpha / beta) is -7.31 / -7.51 eV. The LUMO energy (alpha / beta) is -0.84 / -1.29 eV. Its HOMO-LUMO gap (alpha / beta) is 6.4723 / 6.2150 eV. As for the expectation value of S²: 2.01.

The geometry in ORCA input format:
```
! RIJCOSX wB97M-V def2-TZVPD def2/J DEFGRID3
* xyz 0 3
N -1.7959 -7.4146 -7.4679
C 3.5781 0.9795 -2.0787
C -2.5211 -6.1810 -4.2741
C -1.7197 -5.9026 -5.3786
C 0.9513 1.4701 -1.4641
H 4.6145 0.7599 -2.2905
H -2.3113 -2.3414 0.9964
N -1.5775 -3.4411 -1.9712
H -0.1738 -3.1322 -4.2289
H -3.1086 -5.6210 -2.3161
H -3.1802 -7.0376 -4.2960
C -0.8322 -3.9888 -4.2247
H 3.2611 -0.7870 -0.9074
C -1.9482 -2.5832 0.0133
C 1.6503 2.3867 -2.2618
N 1.5432 0.3470 -1.0174
C -1.6292 -4.2693 -3.1178
S -0.6789 1.7175 -0.9581
H -3.1062 -4.3120 -0.7000
C -0.7410 -2.3920 -1.7651
C 0.1166 1.6437 2.9357
C 2.8269 0.1228 -1.3049
H -0.0185 -2.0266 -2.4725
C -2.3476 -3.5641 -0.8309
N 0.2081 0.7330 2.1931
C -1.7639 -6.7421 -6.5368
H 3.5273 2.8268 -3.1861
H 1.1429 3.2779 -2.6032
C -0.8743 -4.7957 -5.3431
Se 0.0240 2.9454 4.0725
Pt -0.1321 -0.2516 0.5305
C -2.4752 -5.3726 -3.1551
H -0.2513 -4.5701 -6.1974
C 2.9673 2.1335 -2.5719
N -0.9393 -1.8597 -0.5872
*
```

***

# C5H10BN

A single C5H10BN molecule in a non-equilibrium geometry (ωB97M-V/def2-TZVPD, the OMol25 dataset).

The calculation puts the total energy at -7512.0174 eV. The value obtained for the HOMO energy is -9.08 eV. The LUMO energy is 0.71 eV. As for the SMILES: C=CB(C=C)NC. The energy above the lowest of the compared OMol25 structures with the same formula, charge and spin comes out at 54.19 kcal per mole. Its HOMO-LUMO gap is 9.7924 eV.

The geometry in ORCA input format:
```
! RIJCOSX wB97M-V def2-TZVPD def2/J DEFGRID3
* xyz 0 1
C 0.8325 2.5180 0.1939
C 1.7025 -1.6600 0.0681
H -3.5973 -0.3568 -0.0437
H 1.4817 1.1749 -1.1785
H 1.9980 -2.2660 0.8769
H -0.2050 -1.9701 0.4493
H -2.0845 1.3837 0.0349
H 0.1051 2.6378 1.0938
H 2.1638 -0.6668 -0.0049
C -1.6332 0.2972 -0.0603
C 0.8155 1.3590 -0.4479
H 1.8782 -2.3495 -0.7649
B -0.1369 0.1027 -0.1911
C -2.6100 -0.5971 -0.0512
N 0.3232 -1.2714 -0.0244
H 1.4581 3.2666 0.0092
H -2.4918 -1.6023 0.0408
*
```